13
Properties=species:S:1:pos:R:3:lowdin_charge:R:1 method="wB97M-V/def2-TZVPD" smiles=C1OC[C@H]2N[C@@H]12 spin_multiplicity=1 relative_energy_ev=4.845 total_energy_ha=-286.453584 total_charge=0
C -0.48 1.33 -0.18 -0.158
O -1.43 0.46 0.44 -0.127
C -0.95 -0.84 0.64 -0.137
C 0.77 -0.60 0.61 -0.086
N 0.51 -0.79 -0.83 -0.038
C 0.79 0.53 -0.33 -0.282
H -0.35 2.20 0.48 0.124
H -0.84 1.66 -1.16 0.121
H -1.20 -1.25 1.60 0.080
H -1.45 -1.47 -0.15 0.130
H 1.80 -0.89 0.98 0.142
H 1.17 -1.31 -1.36 0.090
H 1.68 0.98 -0.75 0.142